Density functional theory data (ωB97M-V/def2-TZVPD) for 2 unconnected molecules or ions with the total composition C12H9Br2Cl3N2O2 in a non-equilibrium geometry.

The largest force on an atom is 1.15 eV/A. The HOMO-LUMO gap comes out at 8.61 eV. Its SMILES is O=COCCc1ccc2ncc(Br)nc2c1Br.ClC(Cl)Cl. As for the LUMO energy: -0.025 Eh.

Geometry (Å):
Br 5.69718 1.30669 0.78270
H -2.61326 -0.26197 -0.14945
C 0.69630 -1.89224 0.96591
H -1.51455 3.56532 1.93000
Cl -1.01124 -2.11489 -2.19826
C -0.46540 -1.32726 0.54126
N 3.00047 0.93158 0.47465
H 5.07563 -1.46083 1.55403
C -1.88823 0.52586 -0.34511
N 3.05655 -1.76226 1.34331
H -3.45643 1.89118 0.09747
H -1.36166 -1.93142 0.57421
H -1.90994 2.69333 0.01290
H -0.87100 -1.46158 -4.44037
H 0.71522 -2.92134 1.29881
C 4.07861 0.32975 0.84191
C -2.39782 1.78047 0.34311
Br 0.68750 2.53459 -0.51687
H -1.86529 0.71666 -1.42131
O -2.29598 1.63310 1.76745
Cl -3.09384 -0.98981 -3.88743
C -1.59617 2.58084 2.41559
C 1.86471 0.18046 0.51150
Cl -1.91005 -3.55175 -4.56472
C 0.62787 0.74274 0.09850
O -1.11077 2.38945 3.49618
C -0.53548 0.02441 0.10287
C 1.89712 -1.15913 0.94785
C -1.62386 -1.96594 -3.84969
C 4.12381 -1.02601 1.27300

Forces on atoms 1 to 2 (eV/Å):
Br 0.05 -0.04 0.04
H 0.01 -0.08 -0.16

Density functional theory data (ωB97M-V/def2-TZVPD) for a molecular structure, C3H10N2 in a non-equilibrium geometry.

The largest force on an atom is 2.07 eV/A. The HOMO-LUMO gap comes out at 8.63 eV. For the energy above the lowest of the compared OMol25 structures with the same formula, charge and spin, the calculation gives 61.7 kcal per mole. As for the LUMO energy: 0.036 Eh.

Geometry (Å):
H -2.24660 -1.15758 0.29835
H 0.23274 1.65614 -0.02378
C -0.73382 0.31173 0.58494
C -1.17746 -1.05774 0.10793
C 1.62212 -0.15955 -0.53145
H 1.03727 -0.38232 -1.42347
N -1.10715 1.46186 -0.15591
H 2.44339 0.46725 -0.88524
H 2.00686 -1.10327 -0.14252
H -0.90832 0.41435 1.66700
H -0.65065 -1.85974 0.62830
H -1.02048 -1.16551 -0.96577
H -1.68785 1.21785 -0.95369
N 0.84037 0.55012 0.47603
H 1.34958 0.80643 1.31928

Forces on atoms 1 to 2 (eV/Å):
H 0.02 -0.04 0.02
H -1.72 -0.47 -1.06

Density functional theory data (ωB97M-V/def2-TZVPD) for a molecular structure, C43H46ClN2SbSe4W in a non-equilibrium geometry.

The largest force on an atom is 4.18 eV/A. The HOMO-LUMO gap comes out at 6.16 eV. For the energy above the lowest of the compared OMol25 structures with the same formula, charge and spin, the calculation gives 0.0 kcal per mole. As for the LUMO energy: -0.058 Eh.

Geometry (Å):
C -0.26382 -3.94159 -1.96913
H -0.58026 -0.60372 -1.61125
H 2.07238 1.44288 -0.87397
H -2.80477 3.35271 0.95449
H -0.32880 -2.22599 3.26299
H 1.87686 3.79339 3.82720
C -0.34220 -2.71694 -1.31632
Se 0.17089 0.56419 3.58126
H -0.86749 -5.05875 3.85306
H 0.22698 -0.46490 -3.88185
H 1.39193 -1.44271 -2.97747
H 3.24916 4.61263 0.89934
Se 6.70633 1.45323 2.18260
C -4.63246 -2.41071 1.31286
C -3.34149 2.41477 1.02024
C 3.29263 -0.28707 -0.93480
H 4.30915 1.52349 -1.45692
C -5.47636 1.26156 1.36717
H 2.61684 -2.26654 -0.45744
C -0.10535 -2.66446 0.07290
C -0.72589 2.01920 -3.33662
H 1.27185 5.85924 0.62720
C 0.17555 -3.83190 0.79488
H 6.52349 0.45048 -1.74787
C 3.46579 -1.66240 -0.75047
Cl 7.35953 -2.25549 -1.42775
H -2.22227 -2.43422 -3.39428
N -0.19531 1.54642 0.42250
H -1.15691 -5.72917 2.23842
C -0.96943 -4.80845 2.79445
C -5.41511 -1.28946 1.40044
C 0.29452 -4.07544 2.30710
C 3.06636 3.60923 1.29732
C -3.02682 2.60696 -2.51326
C -1.60580 2.21627 -2.09717
H 0.26644 1.65767 -3.05997
C -2.08168 -1.56780 -2.74182
W 0.81921 0.19663 1.38141
C 5.66129 -0.14239 -1.46655
H 0.53729 -5.92697 0.61518
C -2.71488 1.21170 0.87731
H -0.43903 -3.97824 -3.03789
H 1.44846 2.40568 1.93582
C -4.74727 2.41763 1.26341
H 4.81627 -3.33404 -0.75017
C -0.91318 4.56110 -1.58992
Se 5.97418 -2.67924 2.39442
H 0.23694 -2.21847 -4.06338
C 0.53724 -2.88420 3.22212
H -1.18345 1.29930 -4.01976
C 1.60870 3.45109 1.71269
H -1.67297 1.25456 -1.59640
C 0.28529 -5.02426 0.06894
H 0.23547 4.11499 3.26005
H 3.72667 3.46537 2.15217
Se 2.94693 0.00497 2.09806
C 5.79373 -1.50192 -1.26894
H 1.53696 5.26721 2.90300
H 1.13906 -4.75516 2.42701
H 1.41071 -2.31546 2.92542
Sb 5.33413 -0.44407 2.12489
C -3.46372 0.02829 1.02752
H -3.47297 1.80018 -3.09930
H 0.16867 -6.04109 -1.81465
H -0.16818 6.54589 -1.26061
C 0.36376 -1.40398 -3.34442
C -0.92976 3.23127 -1.18430
C -2.64876 -1.11784 0.94667
C 1.99932 0.38721 -0.62706
H 1.24475 -0.03569 -1.27960
H -6.47901 -1.38297 1.58683
H 0.72003 -3.24270 4.23761
C -0.18980 2.88230 -0.04004
C 4.69366 -2.27251 -0.91912
C -0.64984 -1.51376 -2.19603
C -0.16205 5.51584 -0.92356
C 4.40963 0.45374 -1.30177
C 0.65822 3.81160 0.58586
H -2.81328 -1.63007 -1.93285
H -3.03118 3.50686 -3.13402
H -3.66392 2.78620 -1.64653
C 0.63846 5.12871 0.13544
H 3.34187 2.89150 0.52448
C -4.82908 -0.00148 1.26272
C 1.29193 4.20448 3.00261
C -1.27458 -0.62154 0.69628
H -5.08809 -3.38603 1.43023
H -5.24855 3.37228 1.36923
C -3.22487 -2.34570 1.08789
H -0.60230 2.96372 -3.87378
H -2.29520 -0.66675 -3.32296
H -6.54420 1.30741 1.55144
H -1.84347 -4.16440 2.68904
H -2.65252 -3.25848 1.01593
H -1.47902 4.84828 -2.46914
C 0.07246 -5.09775 -1.28983
N -0.09633 -1.36052 0.66928
C -1.32428 0.78507 0.60348

Forces on atoms 1 to 2 (eV/Å):
C -0.05 0.04 0.04
H 0.08 0.07 0.13

Among the records above, which one has the highest LUMO? C3H10N2